Record 1
Below is a molecular structure, C33H39BrClGe2MoN3O2P, with properties calculated with wB97M-V/def2-TZVPD.

```
! RIJCOSX wB97M-V def2-TZVPD def2/J DEFGRID3
* xyz 2 4
Mo -0.930 -0.689 -0.655
Br -1.834 -2.882 -1.725
Ge -0.079 2.619 -0.961
Ge 1.616 3.194 0.775
Cl -2.829 4.053 1.267
P -0.980 -1.880 1.604
O -1.259 1.226 2.148
O -1.383 1.362 -0.097
N 0.233 -2.391 3.990
N -2.189 -2.682 3.911
N -0.727 -4.311 2.832
C -0.123 -3.771 -1.872
C -1.567 6.408 -1.891
C 0.266 1.297 -2.379
C 1.201 -5.647 -2.444
C 3.289 -1.630 -0.716
C -0.505 -0.381 -3.973
C 1.765 0.398 -4.048
C 1.522 1.243 -2.975
C -2.915 4.822 -3.106
C 3.100 3.944 -0.227
C 2.021 -1.018 -0.607
C -1.040 -2.207 4.684
C -2.615 6.135 -2.758
C 0.752 -0.415 -4.549
C -3.195 2.311 1.243
C -0.753 0.465 -2.891
C -2.163 3.783 -2.581
C -0.752 -3.725 1.503
C 0.387 -3.804 3.636
C 3.396 -2.911 -1.176
C -0.071 -5.037 -2.355
C -1.979 -4.085 3.556
C 2.151 1.614 1.785
C 0.980 -3.009 -1.451
C 0.361 -1.514 2.841
C -0.824 5.369 -1.352
C 2.243 -3.638 -1.565
C -1.870 1.592 1.191
C -1.122 4.050 -1.690
C -2.447 -1.850 2.748
C 0.793 4.461 1.995
C 0.863 -1.679 -0.944
C 2.321 -4.963 -2.062
H -2.643 -0.827 3.067
H -0.096 4.033 2.456
H 1.976 0.003 -0.248
H 4.175 -1.076 -0.434
H 1.273 -6.657 -2.821
H 2.323 1.872 -2.602
H 2.159 1.878 2.843
H 4.366 -3.386 -1.259
H -3.709 2.056 2.163
H -3.325 -2.225 2.219
H 3.157 1.305 1.497
H -3.812 2.100 0.374
H 0.526 5.400 1.516
H -3.725 4.615 -3.792
H -1.299 -1.003 -4.367
H 3.510 3.219 -0.930
H -1.175 -1.150 4.918
H -2.389 2.764 -2.875
H -3.198 6.947 -3.172
H 1.523 4.669 2.780
H -0.014 5.593 -0.666
H -0.961 -5.567 -2.664
H 1.333 -1.662 2.364
H 1.468 0.782 1.651
H 0.942 -1.064 -5.393
H 3.883 4.212 0.484
H -1.573 -4.164 0.932
H -1.005 -2.771 5.616
H 0.283 -0.476 3.160
H 0.435 -4.384 4.556
H 1.321 -3.943 3.089
H -1.330 7.431 -1.631
H -1.767 0.522 -2.477
H 2.746 0.373 -4.505
H -1.949 -4.667 4.477
H -2.815 -4.438 2.950
H 3.293 -5.433 -2.138
H 2.805 4.838 -0.774
H 0.180 -3.944 0.980
*
```

* electronic energy: -250146.3941 eV
* Kohn-Sham gap (spin up / spin down): 6.9 / 6.6 eV
* ΔE to the lowest compared entry with this formula, charge and spin: 0.0 kcal/mol

Mulliken atomic charge list, values in e, 6 entries: -1.67 0.04 0.37 0.93 -0.10 2.51

=====

Record 2
Below is a molecular structure, C33H39IrN4O2S in a non-equilibrium geometry, with properties calculated with wB97M-V/def2-TZVPD.

```
! RIJCOSX wB97M-V def2-TZVPD def2/J DEFGRID3
* xyz 1 2
Ir -0.157 -0.130 -0.036
S -2.776 -1.646 1.179
O 1.476 -0.863 0.853
O 0.904 0.773 -1.731
N -1.650 0.808 -1.007
N 3.262 -3.309 0.871
N 0.037 1.576 1.244
N 3.819 -1.303 -3.083
C -0.393 2.820 0.669
C -0.460 -3.743 -0.901
C 0.330 -5.742 0.174
C -0.245 -1.372 -5.027
C -1.200 -0.668 -4.304
C 2.301 -1.943 4.198
C -2.548 1.613 -0.217
C 0.039 -5.027 -0.980
C 1.196 0.285 2.938
C 1.097 -1.338 -4.638
C -0.656 -3.130 0.343
C 1.841 -0.974 6.464
C -1.236 -1.802 0.412
C -0.662 -2.174 -6.219
C 0.524 0.124 -2.757
C -0.295 -3.841 1.498
C -0.860 0.041 -3.140
C 2.844 -0.365 -3.121
C 2.771 -2.904 -1.495
C -3.896 -2.468 -0.046
C -1.817 0.676 -2.297
C 1.828 -0.904 4.969
C 1.644 -0.807 2.129
C 2.897 -3.017 2.143
C 0.172 -5.137 1.411
C -3.009 -2.937 2.472
C 1.342 0.232 4.336
C 2.323 -1.909 2.775
C -1.906 2.882 0.403
C 0.640 1.479 2.379
C 1.515 -0.568 -3.551
C 3.577 -2.471 -0.260
C 3.511 -2.693 -2.827
H 0.681 -6.761 0.112
H -1.311 -1.586 -6.864
H 0.179 -5.484 -1.947
H -1.229 -3.051 -5.903
H 0.196 -2.511 -6.794
H 1.830 -2.352 -1.508
H 0.133 2.926 -0.285
H -2.626 -3.893 2.126
H 4.454 -3.244 -2.829
H 3.082 0.602 -2.698
H 3.580 -4.259 0.752
H 1.840 -1.848 -5.233
H -4.073 -2.992 2.673
H 0.741 2.375 2.997
H 2.529 -3.965 -1.409
H -2.430 3.086 1.338
H -2.073 3.731 -0.261
H 0.403 -5.679 2.316
H 0.855 -0.741 6.863
H 2.881 -3.075 -3.631
H 3.114 -3.837 2.818
H 2.133 -1.964 6.800
H 4.691 -0.983 -2.692
H 2.544 -0.248 6.869
H 4.648 -2.579 -0.477
H -0.350 -3.353 2.459
H 1.002 1.069 4.926
H -3.765 -1.953 -0.991
H 3.370 -1.432 -0.010
H -2.235 -0.712 -4.608
H -2.476 -2.614 3.360
H 2.700 -2.820 4.689
H -2.919 0.983 0.601
H -3.624 -3.512 -0.153
H -4.918 -2.363 0.299
H -0.723 -3.197 -1.795
H -2.724 1.069 -2.756
H -0.119 3.669 1.311
H -3.402 1.935 -0.825
*
```

* electronic energy: -58574.3365 eV
* Kohn-Sham gap (spin up / spin down): 3.7 / 5.4 eV

Mulliken atomic charge list, values in e, 6 entries: 1.37 0.38 -1.34 -0.98 0.35 0.10

=====

Record 3
Below is 2 unconnected molecules or ions with the total composition C33H39N6O4P in a non-equilibrium geometry, with properties calculated with wB97M-V/def2-TZVPD.

```
! RIJCOSX wB97M-V def2-TZVPD def2/J DEFGRID3
* xyz 0 1
P -0.215 0.508 0.514
O -4.450 -2.829 3.859
O 1.051 -1.507 3.690
O 2.137 -3.400 3.297
O -3.824 -0.740 3.166
N -3.952 -4.158 3.840
N 1.101 -2.702 3.275
N -3.552 -1.927 3.255
N -0.640 0.025 -1.101
N 1.477 0.616 0.035
N -2.506 -7.350 4.148
C -3.330 1.334 -3.399
C 1.442 4.688 -1.100
C 3.845 3.552 0.236
C 2.700 3.139 -2.623
C -3.933 -2.425 -0.017
C -1.726 -5.013 3.311
C -2.437 -2.693 2.880
C 0.491 -0.247 -1.860
C 4.456 1.970 1.924
C -0.416 -4.607 3.053
C -0.145 -3.228 2.829
C -2.690 -2.085 -0.844
C 3.374 1.160 1.578
C -4.079 -0.734 -2.443
C -2.168 -6.297 3.772
C 3.369 0.014 3.833
C 2.761 2.754 -0.137
C -1.097 2.339 -2.910
C -2.325 -3.271 -1.741
C -1.144 -2.236 2.608
C 1.651 0.072 -1.231
C -2.146 1.254 -2.665
C 3.201 -0.153 2.315
C -4.308 0.354 -3.279
C -1.931 0.178 -1.782
C -0.433 2.163 -4.275
C -1.695 3.746 -2.795
C -2.744 -4.014 3.249
C 4.141 -1.247 1.816
C 1.918 3.246 -1.314
C 4.685 3.177 1.275
C 2.511 1.540 0.530
C -2.914 -0.824 -1.678
H -5.236 0.430 -3.842
H 0.390 -0.645 -2.858
H 0.920 4.784 -0.140
H 2.298 5.376 -1.100
H 5.512 3.815 1.574
H 2.644 -0.020 -1.643
H 2.713 0.809 4.199
H -0.963 -1.172 2.737
H 4.063 -1.359 0.728
H 3.627 3.727 -2.550
H 2.176 -0.475 2.116
H -2.224 3.864 -1.840
H -1.860 -1.887 -0.154
H -3.476 2.172 -4.082
H 4.029 4.479 -0.308
H 3.089 -0.918 4.332
H -3.784 -3.354 0.548
H -4.147 -1.620 0.696
H -2.076 -4.156 -1.142
H 2.118 3.522 -3.473
H 5.129 1.639 2.715
H 0.079 1.195 -4.344
H -4.812 -1.540 -2.392
H 0.305 2.954 -4.469
H 4.407 0.270 4.079
H 1.038 2.595 -1.370
H -2.407 3.927 -3.611
H -3.170 -3.523 -2.399
H -0.338 2.221 -2.130
H -0.340 -0.975 1.218
H 0.402 -5.321 3.139
H 5.181 -0.994 2.071
H -0.913 4.513 -2.848
H -1.196 2.205 -5.067
H 2.970 2.098 -2.837
H 3.866 -2.201 2.287
H -4.813 -2.548 -0.660
H -1.465 -3.032 -2.379
H 0.753 5.000 -1.895
*
```

* structure (SMILES): CC(C)c1cccc(C(C)C)c1N1C=CN(c2c(C(C)C)cccc2C(C)C)P1.N#Cc1cc([N+](=O)[O-])cc2c1no[n+]2[O-]
* electronic energy: -61263.9772 eV
* Kohn-Sham gap: 5.0 eV
* ΔE to the lowest compared entry with this formula, charge and spin: 214.2 kcal/mol

Mulliken atomic charge list, values in e, 6 entries: -0.59 -0.19 -0.57 -0.65 -0.65 -0.59

=====

Record 4
Below is a molecular structure, C33H39N7OSSiZr, with properties calculated with wB97M-V/def2-TZVPD.

```
! RIJCOSX wB97M-V def2-TZVPD def2/J DEFGRID3
* xyz 2 1
Zr 0.084 0.115 0.493
S -1.050 -2.234 -1.778
Si 0.511 -0.520 2.996
O -0.730 -1.403 -0.473
N -2.582 5.656 -1.551
N 0.145 2.593 -3.695
N 3.677 0.829 -1.549
N 1.556 0.537 -1.432
N 3.449 0.259 -0.376
N 2.185 0.075 -0.328
N -0.297 2.160 0.289
C -2.451 -3.262 -1.253
C -2.424 0.190 -2.328
C -1.910 -1.352 4.268
C -0.641 2.914 -0.553
C -2.315 -4.758 -3.294
C -0.367 3.136 -2.816
C -0.989 3.642 -1.639
C 1.150 -3.209 3.472
C 2.514 1.005 -2.195
C -4.134 -0.707 3.598
C 5.112 3.061 -0.174
C -1.768 -1.043 -2.938
C -1.860 4.764 -1.600
C -2.239 0.031 2.347
C 5.034 1.258 -1.943
C 0.572 3.585 3.594
C 4.391 3.647 -2.519
C -3.614 0.002 2.525
C -1.351 -0.619 3.216
C 2.762 2.942 2.820
C 1.466 -1.882 3.783
C -2.266 -4.683 -1.773
C 1.863 3.926 3.216
C 5.266 2.744 -1.657
C 2.849 -3.985 4.980
C 0.174 2.257 3.576
C 2.361 1.616 2.787
C 1.835 -4.254 4.068
C 1.063 1.247 3.180
C -3.639 -0.059 -1.444
C -3.285 -1.387 4.459
C 3.173 -2.675 5.298
C 2.484 -1.627 4.703
H 5.408 4.092 0.019
H 3.383 -4.801 5.448
H -1.659 0.762 -1.794
H 2.387 1.456 -3.167
H 6.310 2.904 -1.941
H -4.062 0.893 -1.122
H -3.365 -2.806 -1.630
H 1.581 -5.278 3.829
H -0.832 2.000 3.886
H -2.464 -1.656 -3.516
H -5.203 -0.723 3.764
H 5.136 1.028 -3.003
H -2.699 0.817 -3.178
H 4.684 4.688 -2.388
H -1.326 -5.093 -1.396
H 5.729 2.411 0.449
H 3.070 0.852 2.480
H -4.270 0.532 1.846
H 2.177 4.962 3.242
H -3.067 -5.284 -1.339
H 5.715 0.630 -1.373
H -1.898 0.670 1.517
H -1.262 -1.884 4.953
H 0.354 -3.430 2.766
H 3.957 -2.468 6.014
H 3.775 3.211 2.550
H 2.735 -0.606 4.968
H -4.422 -0.591 -1.985
H -3.696 -1.938 5.294
H -2.190 -5.784 -3.635
H -0.942 -0.757 -3.590
H -2.436 -3.194 -0.164
H -1.514 -4.174 -3.759
H -0.119 4.353 3.914
H -3.270 -4.394 -3.677
H 3.336 3.585 -2.234
H 4.071 2.959 0.149
H -3.394 -0.632 -0.547
H 4.480 3.414 -3.582
*
```

* electronic energy: -67309.9056 eV
* Kohn-Sham gap: 6.4 eV
* ΔE to the lowest compared entry with this formula, charge and spin: 12.3 kcal/mol

Mulliken atomic charge list, values in e, 6 entries: 0.28 -0.04 1.74 -0.54 -0.36 -0.60

=====

> Which value of electronic energy does entry 2 give?

-58574.3365 eV

=====

> Number 4 is which compound?

C33H39N7OSSiZr